Computed, not measured: C48H108F10K2N11O20S10 as an isolated structure in a non-equilibrium geometry, with wB97M-V/def2-TZVPD.

```
209
Properties=species:S:1:pos:R:3
K -13.488 -17.609 0.202
K -11.167 -16.812 -1.410
C -8.213 -22.169 -0.089
C -7.661 -22.406 -1.506
C -6.729 -21.241 -1.914
N -5.920 -21.570 -3.231
C -6.976 -21.720 -4.383
C -5.090 -22.908 -3.170
C -3.936 -22.822 -4.129
C -3.768 -21.373 -4.415
C -4.797 -20.593 -3.534
H -8.961 -22.909 0.197
H -8.724 -21.211 0.015
H -7.387 -22.263 0.615
H -8.491 -22.520 -2.203
H -7.119 -23.351 -1.550
H -5.942 -21.097 -1.173
H -7.330 -20.354 -2.109
H -6.381 -22.159 -5.183
H -7.224 -20.670 -4.543
H -7.890 -22.275 -4.175
H -5.774 -23.747 -3.298
H -4.742 -22.904 -2.137
H -4.315 -23.367 -4.993
H -3.041 -23.240 -3.668
H -3.767 -21.150 -5.482
H -2.744 -21.039 -4.247
H -5.108 -19.623 -3.923
H -4.326 -20.365 -2.578
C -17.591 -21.646 -3.083
C -18.463 -20.406 -3.526
C -19.847 -20.422 -2.863
N -20.742 -19.154 -3.098
C -20.082 -17.976 -2.356
C -22.205 -19.360 -2.584
C -23.116 -18.497 -3.452
C -22.434 -18.423 -4.751
C -20.939 -18.856 -4.602
H -17.976 -22.549 -3.559
H -17.772 -21.773 -2.016
H -16.564 -21.557 -3.438
H -18.494 -20.344 -4.614
H -17.975 -19.492 -3.186
H -19.891 -20.530 -1.779
H -20.463 -21.207 -3.302
H -20.832 -17.185 -2.388
H -19.175 -17.728 -2.908
H -19.834 -18.315 -1.351
H -22.228 -19.110 -1.523
H -22.415 -20.405 -2.816
H -23.197 -17.506 -3.006
H -24.085 -18.994 -3.471
H -22.639 -17.398 -5.059
H -23.025 -19.017 -5.448
H -20.166 -18.192 -4.990
H -20.929 -19.735 -5.246
C -8.815 -16.108 -8.416
C -10.021 -17.002 -8.149
C -9.681 -18.497 -8.350
N -10.755 -19.616 -8.179
C -12.026 -19.188 -9.007
C -10.276 -21.033 -8.666
C -9.629 -21.750 -7.368
C -9.876 -20.790 -6.199
C -11.020 -19.879 -6.685
H -8.403 -16.119 -9.425
H -7.883 -16.352 -7.906
H -8.966 -15.066 -8.134
H -10.636 -16.695 -8.995
H -10.587 -16.771 -7.246
H -8.839 -18.794 -7.725
H -9.358 -18.619 -9.384
H -11.744 -18.959 -10.034
H -12.357 -18.323 -8.431
H -12.720 -20.028 -8.970
H -10.957 -21.673 -9.226
H -9.488 -20.731 -9.356
H -10.323 -22.573 -7.202
H -8.588 -22.068 -7.429
H -10.255 -21.430 -5.402
H -9.024 -20.149 -5.976
H -12.001 -20.348 -6.609
H -11.015 -18.926 -6.155
C -18.537 -25.531 -7.581
C -17.187 -24.792 -7.659
C -16.697 -24.051 -6.323
N -15.122 -23.778 -6.407
C -14.756 -22.965 -7.634
C -14.266 -24.992 -6.407
C -12.856 -24.636 -5.930
C -13.111 -23.399 -5.020
C -14.624 -23.088 -5.143
H -18.700 -26.143 -8.468
H -19.417 -24.888 -7.595
H -18.570 -26.175 -6.703
H -17.124 -24.181 -8.560
H -16.433 -25.561 -7.828
H -16.737 -24.721 -5.465
H -17.271 -23.144 -6.132
H -14.797 -23.592 -8.525
H -13.787 -22.466 -7.613
H -15.596 -22.271 -7.649
H -14.259 -25.492 -7.376
H -14.785 -25.558 -5.633
H -12.010 -24.518 -6.607
H -12.703 -25.544 -5.346
H -12.476 -22.559 -5.301
H -12.883 -23.643 -3.982
H -14.895 -22.042 -5.282
H -15.175 -23.458 -4.278
C -18.406 -22.894 0.694
C -16.955 -22.399 0.895
C -15.924 -23.340 0.153
N -14.501 -22.864 0.494
C -14.256 -21.549 -0.327
C -13.479 -23.889 0.030
C -12.251 -23.666 0.914
C -12.658 -22.912 2.188
C -14.211 -22.920 2.035
H -18.586 -23.907 1.055
H -18.891 -22.768 -0.274
H -18.990 -22.232 1.333
H -16.611 -22.402 1.929
H -16.962 -21.379 0.510
H -16.028 -23.504 -0.919
H -15.906 -24.401 0.404
H -14.968 -20.775 -0.039
H -14.226 -21.891 -1.362
H -13.293 -21.118 -0.052
H -13.386 -23.997 -1.051
H -13.836 -24.903 0.210
H -11.481 -23.129 0.360
H -11.836 -24.643 1.162
H -12.216 -21.916 2.232
H -12.294 -23.420 3.081
H -14.632 -22.117 2.640
H -14.602 -23.878 2.378
C -15.331 -10.768 -5.085
C -14.162 -11.504 -5.781
C -13.856 -12.909 -5.271
N -13.162 -13.915 -6.183
C -13.943 -14.148 -7.480
C -11.715 -13.416 -6.536
C -10.819 -13.962 -5.412
C -11.569 -14.972 -4.657
C -12.928 -15.182 -5.360
H -16.002 -10.349 -5.835
H -15.096 -9.964 -4.388
H -16.030 -11.530 -4.738
H -13.293 -10.974 -5.389
H -14.149 -11.328 -6.856
H -14.757 -13.429 -4.945
H -13.201 -12.914 -4.399
H -13.334 -14.962 -7.873
H -13.920 -13.331 -8.201
H -14.867 -14.552 -7.067
H -11.440 -13.937 -7.453
H -11.579 -12.349 -6.712
H -9.869 -14.268 -5.850
H -10.591 -13.103 -4.781
H -10.979 -15.888 -4.680
H -11.618 -14.681 -3.608
H -12.759 -16.056 -5.990
H -13.744 -15.415 -4.675
N -8.792 -16.275 -2.813
S -7.812 -15.069 -3.474
O -7.742 -14.999 -4.955
O -6.664 -14.638 -2.662
F -8.883 -13.852 -3.178
S -8.022 -17.402 -3.441
O -6.600 -17.511 -3.096
O -8.440 -17.916 -4.731
F -8.578 -18.538 -2.434
N -12.846 -18.915 -2.143
S -11.741 -20.054 -2.672
O -10.614 -19.672 -3.528
O -12.257 -21.425 -2.728
F -10.954 -20.187 -1.260
S -13.474 -18.925 -3.509
O -14.365 -20.010 -3.798
O -12.771 -18.207 -4.581
F -14.596 -17.719 -3.177
N -11.027 -17.383 1.401
S -10.363 -16.447 2.424
O -8.959 -16.142 2.270
O -11.021 -16.300 3.733
F -10.946 -15.104 1.727
S -10.106 -18.665 1.979
O -10.022 -18.985 3.418
O -8.893 -18.814 1.200
F -11.111 -19.732 1.427
N -14.719 -17.107 -7.778
S -15.584 -18.040 -7.002
O -14.987 -19.354 -6.683
O -17.035 -18.056 -7.180
F -15.524 -17.249 -5.592
S -15.370 -17.569 -9.226
O -16.474 -16.803 -9.738
O -15.315 -18.992 -9.537
F -14.150 -17.054 -10.160
N -13.000 -14.753 -0.958
S -12.362 -13.380 -0.765
O -12.553 -12.750 0.558
O -12.068 -12.608 -1.977
F -10.945 -14.198 -0.655
S -14.549 -14.101 -1.201
O -14.807 -13.495 -2.508
O -15.327 -13.470 -0.142
F -15.231 -15.520 -1.261
```

Values from the calculation:
HOMO energy (alpha / beta) ... -8.35 / -12.33 eV
Spin multiplicity ... 2
LUMO (alpha / beta) ... -4.2 / -4.2 eV
Expectation value of S² ... 0.751
E ... -277019.2863 eV
Kohn-Sham gap (alpha / beta) ... 0.1515 / 0.2973 Eh
Charge ... +2